{
  "formula": "C55H152BNO52S17",
  "method": "ωB97M-V with the def2-TZVPD basis set",
  "molar_mass_g_mol": 2215.73,
  "e_tot_ev": -352318.210,
  "e_homo_ha": -0.3605,
  "charge": 0,
  "fmax_ha_per_bohr": 0.0865,
  "gap_ev": 9.4,
  "species": ["C", "C", "C", "O", "C", "N", "H", "H", "H", "H", "H", "H", "H", "H", "H", "H", "H", "H", "B", "H", "H", "H", "H", "O", "S", "O", "O", "C", "C", "C", "H", "H", "H", "H", "H", "H", "H", "H", "O", "S", "O", "O", "C", "C", "C", "H", "H", "H", "H", "H", "H", "H", "H", "O", "S", "O", "O", "C", "C", "C", "H", "H", "H", "H", "H", "H", "H", "H", "O", "S", "O", "O", "C", "C", "C", "H", "H", "H", "H", "H", "H", "H", "H", "O", "S", "O", "O", "C", "C", "C", "H", "H", "H", "H", "H", "H", "H", "H", "O", "S", "O", "O", "C", "C", "C", "H", "H", "H", "H", "H", "H", "H", "H", "O", "S", "O", "O", "C", "C", "C", "H", "H", "H", "H", "H", "H", "H", "H", "O", "S", "O", "O", "C", "C", "C", "H", "H", "H", "H", "H", "H", "H", "H", "O", "S", "O", "O", "C", "C", "C", "H", "H", "H", "H", "H", "H", "H", "H", "O", "S", "O", "O", "C", "C", "C", "H", "H", "H", "H", "H", "H", "H", "H", "O", "S", "O", "O", "C", "C", "C", "H", "H", "H", "H", "H", "H", "H", "H", "O", "S", "O", "O", "C", "C", "C", "H", "H", "H", "H", "H", "H", "H", "H", "O", "S", "O", "O", "C", "C", "C", "H", "H", "H", "H", "H", "H", "H", "H", "O", "S", "O", "O", "C", "C", "C", "H", "H", "H", "H", "H", "H", "H", "H", "O", "S", "O", "O", "C", "C", "C", "H", "H", "H", "H", "H", "H", "H", "H", "O", "S", "O", "O", "C", "C", "C", "H", "H", "H", "H", "H", "H", "H", "H", "O", "S", "O", "O", "C", "C", "C", "H", "H", "H", "H", "H", "H", "H", "H"],
  "positions_angstrom": [[21.88, 14.67, 18.41], [21.09, 15.07, 17.09], [20.41, 16.45, 17.35], [19.69, 16.71, 16.18], [18.97, 17.91, 16.13], [22.01, 15.13, 15.83], [21.51, 15.39, 15.00], [22.72, 15.82, 16.02], [22.49, 14.27, 15.59], [21.24, 14.54, 19.28], [22.62, 15.40, 18.75], [22.53, 13.82, 18.18], [20.41, 14.32, 16.69], [21.03, 17.31, 17.59], [19.73, 16.29, 18.19], [18.48, 18.08, 17.09], [18.19, 17.80, 15.39], [19.65, 18.74, 15.93], [23.94, 17.22, 16.48], [24.10, 16.46, 17.22], [24.10, 16.84, 15.48], [22.96, 17.67, 16.54], [24.73, 17.92, 16.68], [17.30, 20.44, 14.49], [18.11, 20.32, 13.27], [18.90, 19.12, 13.13], [17.08, 20.39, 11.94], [17.62, 20.02, 10.71], [16.63, 20.10, 9.57], [19.16, 21.83, 13.06], [17.95, 18.99, 10.79], [18.45, 20.71, 10.52], [16.75, 21.09, 9.13], [15.64, 19.87, 9.94], [16.85, 19.29, 8.88], [19.85, 21.68, 12.23], [19.76, 21.95, 13.96], [18.55, 22.73, 13.00], [13.80, 14.66, 15.56], [14.90, 15.62, 15.48], [15.31, 16.25, 14.21], [14.70, 16.87, 16.56], [13.80, 16.58, 17.61], [13.99, 17.68, 18.68], [16.45, 14.78, 16.14], [14.04, 15.63, 18.08], [12.76, 16.46, 17.31], [15.04, 17.87, 18.90], [13.61, 17.50, 19.69], [13.53, 18.62, 18.37], [16.47, 13.81, 15.63], [16.34, 14.75, 17.22], [17.27, 15.48, 15.98], [22.29, 10.24, 15.98], [21.18, 10.80, 15.21], [21.18, 12.20, 14.78], [20.89, 9.77, 13.88], [19.98, 10.30, 12.83], [19.65, 9.21, 11.94], [19.61, 10.49, 16.04], [20.35, 11.18, 12.31], [19.07, 10.57, 13.37], [19.24, 8.32, 12.42], [20.55, 8.73, 11.54], [19.10, 9.69, 11.13], [19.55, 10.96, 17.02], [19.45, 9.41, 16.02], [18.83, 10.94, 15.43], [20.69, 22.43, 25.54], [19.75, 22.05, 24.53], [19.35, 23.01, 23.47], [20.31, 20.65, 23.81], [19.41, 19.92, 22.93], [20.10, 18.98, 21.93], [18.25, 21.42, 25.40], [18.76, 20.57, 22.33], [18.89, 19.25, 23.62], [20.92, 18.43, 22.39], [20.52, 19.59, 21.13], [19.39, 18.28, 21.48], [17.53, 21.22, 24.61], [17.89, 22.22, 26.05], [18.60, 20.47, 25.81], [28.47, 17.21, 18.41], [28.03, 15.80, 18.39], [28.97, 14.69, 18.56], [26.93, 15.56, 19.62], [26.09, 16.76, 19.97], [24.90, 16.30, 20.83], [26.87, 15.68, 16.93], [25.78, 17.31, 19.08], [26.66, 17.47, 20.58], [24.38, 15.57, 20.20], [24.17, 17.09, 20.97], [25.25, 15.78, 21.72], [27.37, 15.48, 15.99], [26.35, 16.64, 16.95], [26.04, 15.00, 17.11], [16.33, 12.71, 21.70], [16.55, 13.00, 20.31], [15.43, 13.03, 19.39], [17.53, 14.34, 20.20], [16.97, 15.49, 20.84], [17.46, 16.73, 20.00], [17.73, 11.71, 19.64], [17.51, 15.61, 21.78], [15.89, 15.58, 20.98], [17.17, 16.47, 18.98], [18.54, 16.85, 20.10], [16.95, 17.66, 20.25], [18.29, 11.45, 20.55], [18.30, 12.15, 18.83], [17.17, 10.88, 19.20], [21.86, 10.64, 21.31], [22.00, 11.41, 20.08], [20.84, 12.04, 19.49], [23.19, 12.53, 20.27], [24.27, 12.33, 21.15], [23.90, 12.96, 22.52], [22.85, 10.32, 18.89], [25.26, 12.72, 20.91], [24.45, 11.28, 21.39], [23.02, 12.47, 22.95], [23.62, 14.00, 22.38], [24.58, 12.88, 23.37], [23.43, 10.96, 18.23], [22.16, 9.68, 18.33], [23.57, 9.75, 19.49], [16.74, 20.46, 19.39], [16.47, 21.53, 18.45], [15.28, 21.56, 17.59], [16.48, 22.99, 19.26], [17.56, 23.22, 20.11], [16.89, 24.08, 21.21], [17.92, 21.90, 17.34], [18.35, 23.76, 19.60], [18.00, 22.34, 20.60], [16.38, 24.97, 20.83], [17.67, 24.46, 21.87], [16.24, 23.48, 21.85], [17.53, 21.91, 16.32], [18.68, 21.15, 17.51], [18.43, 22.84, 17.57], [30.88, 9.29, 17.54], [30.42, 10.70, 17.46], [30.09, 11.31, 16.19], [29.06, 10.83, 18.47], [27.96, 11.64, 18.10], [26.78, 10.78, 17.80], [31.46, 11.77, 18.55], [28.08, 12.39, 17.31], [27.64, 12.29, 18.91], [27.01, 9.96, 17.11], [25.86, 11.33, 17.60], [26.57, 10.28, 18.74], [30.90, 12.70, 18.68], [32.45, 11.96, 18.14], [31.44, 11.19, 19.48], [25.46, 10.93, 14.95], [25.15, 12.35, 14.75], [24.37, 13.15, 15.76], [26.54, 13.21, 14.30], [27.67, 12.51, 13.85], [28.74, 13.56, 13.56], [24.24, 12.44, 13.06], [27.31, 11.90, 13.02], [28.00, 11.80, 14.61], [29.61, 12.93, 13.42], [29.02, 14.20, 14.39], [28.50, 14.10, 12.64], [24.08, 13.46, 12.70], [23.26, 11.99, 13.22], [24.81, 11.84, 12.35], [28.16, 16.98, 13.95], [28.72, 16.92, 12.61], [29.95, 16.18, 12.32], [27.59, 16.21, 11.69], [26.24, 16.26, 12.12], [25.29, 15.44, 11.24], [28.72, 18.60, 11.66], [25.83, 17.27, 12.18], [26.20, 15.88, 13.14], [25.84, 14.57, 10.86], [25.03, 16.11, 10.42], [24.30, 15.27, 11.68], [27.72, 19.01, 11.72], [29.08, 18.47, 10.64], [29.45, 19.21, 12.19], [20.81, 21.25, 18.97], [21.80, 20.55, 18.16], [21.47, 19.77, 17.00], [23.01, 21.67, 17.81], [23.60, 21.55, 16.54], [22.69, 22.13, 15.53], [23.00, 19.47, 19.26], [23.72, 20.48, 16.36], [24.60, 21.99, 16.51], [22.06, 22.90, 15.98], [22.04, 21.38, 15.08], [23.03, 22.67, 14.64], [23.13, 18.46, 18.86], [22.64, 19.39, 20.28], [23.98, 19.94, 19.22], [18.67, 13.97, 14.43], [19.28, 14.64, 13.30], [20.58, 15.31, 13.33], [19.25, 13.61, 12.05], [19.70, 14.07, 10.80], [19.30, 12.99, 9.78], [18.08, 15.88, 12.69], [20.78, 14.19, 10.82], [19.31, 15.07, 10.62], [18.23, 12.76, 9.77], [19.68, 12.04, 10.15], [19.56, 13.16, 8.73], [17.19, 15.37, 12.31], [18.57, 16.47, 11.93], [17.78, 16.59, 13.47], [28.77, 20.71, 14.40], [27.63, 21.07, 15.22], [27.73, 21.80, 16.49], [26.46, 21.88, 14.34], [26.75, 22.22, 13.00], [27.74, 23.37, 12.69], [26.72, 19.55, 15.49], [25.83, 22.51, 12.49], [27.18, 21.31, 12.58], [28.75, 23.07, 12.95], [27.54, 24.21, 13.35], [27.63, 23.75, 11.67], [26.67, 19.12, 14.48], [25.72, 19.72, 15.88], [27.19, 18.88, 16.21], [24.66, 19.30, 12.77], [23.25, 19.50, 12.42], [22.66, 20.84, 12.38], [23.09, 18.72, 10.94], [21.92, 19.07, 10.15], [20.82, 18.09, 10.18], [22.17, 18.39, 13.43], [22.29, 19.21, 9.13], [21.55, 20.05, 10.43], [20.29, 18.22, 11.12], [21.16, 17.05, 10.15], [20.03, 18.19, 9.44], [21.20, 18.28, 12.95], [22.11, 19.00, 14.33], [22.69, 17.44, 13.57], [19.84, 11.58, 26.19], [19.15, 12.59, 25.38], [18.52, 13.74, 25.95], [20.14, 13.06, 24.11], [19.65, 14.07, 23.24], [20.79, 14.51, 22.36], [17.88, 11.64, 24.44], [19.22, 14.88, 23.83], [18.89, 13.61, 22.62], [20.43, 15.10, 21.52], [21.45, 13.74, 21.97], [21.45, 15.15, 22.94], [17.31, 10.91, 25.01], [18.39, 11.02, 23.70], [17.24, 12.29, 23.84], [11.79, 19.12, 14.97], [12.36, 20.28, 14.26], [11.87, 20.53, 12.93], [12.11, 21.67, 15.16], [12.14, 21.63, 16.62], [11.84, 22.89, 17.34], [14.21, 20.27, 14.37], [13.07, 21.18, 16.97], [11.30, 21.01, 16.93], [12.44, 23.68, 16.86], [12.03, 23.05, 18.40], [10.82, 23.19, 17.13], [14.52, 19.74, 15.27], [14.53, 21.31, 14.47], [14.45, 19.87, 13.39]]
}